(i)
Computed, not measured: a gas-phase ion, C2H7N2 (charge +1), with ωB97M-V with the def2-TZVPD basis set.

Properties
Lowest unoccupied orbital energy ... -8.55 eV
Total charge ... +1
Orbital gap ... 6.56 eV

Cartesian coordinates (Å):
C -1.339 -0.865 -0.116
N -0.668 -0.039 0.796
C 0.476 0.658 0.598
N 1.374 0.271 -0.468
H 1.221 0.684 -1.371
H -1.509 -0.259 -1.028
H -0.863 -1.781 -0.480
H 0.971 0.660 1.594
H 0.357 1.739 0.393
H -2.322 -1.012 0.329
H 2.301 -0.056 -0.246

Results of the Löwdin charge analysis, in e, for atoms 1 through 8: C -0.017; N 0.198; C -0.267; N 0.073; H 0.097; H 0.157; H 0.147; H 0.186

=====

(ii)
Computed, not measured: 2 unconnected molecules or ions with the total composition C2H7N2, with ωB97M-V with the def2-TZVPD basis set.

Properties
Lowest unoccupied orbital energy ... -5.23 eV
Total charge ... +1
Orbital gap ... 8.63 eV

Cartesian coordinates (Å):
C 0.374 1.654 -1.034
C -0.678 -0.741 1.070
N 1.173 0.887 -0.469
N -0.586 -1.764 0.363
H 0.533 2.666 -1.060
H -0.546 1.124 -1.370
H 0.076 -0.494 1.712
H -1.496 -0.034 0.923
H 2.121 1.156 -0.126
H -1.245 -2.060 -0.336
H 0.276 -2.394 0.327

Results of the Löwdin charge analysis, in e, for atoms 1 through 8: C -0.105; C 0.114; N 0.003; N 0.197; H 0.051; H 0.077; H 0.086; H 0.135

=====

(iii)
Computed, not measured: a gas-phase ion, C2H7N2 (charge +1), with ωB97M-V with the def2-TZVPD basis set.

Properties
Lowest unoccupied orbital energy ... -3.69 eV
Total charge ... +1
Orbital gap ... 9.73 eV
SMILES ... N/C=C/[NH3+]

Cartesian coordinates (Å):
N -0.338 -1.782 0.623
C -0.339 -0.441 0.443
C 0.356 0.216 -0.497
N 0.302 1.710 -0.445
H -0.893 -2.212 1.345
H -0.329 -2.367 -0.202
H -0.859 0.122 1.203
H 1.098 -0.240 -1.123
H 0.790 2.088 0.365
H -0.668 1.977 -0.242
H 0.583 2.118 -1.334

Results of the Löwdin charge analysis, in e, for atoms 1 through 8: N 0.099; C -0.188; C -0.091; N 0.186; H 0.113; H 0.119; H 0.132; H 0.119

=====

Quick look at relative energies in kJ/mol: (i) 376.9; (ii) 138.8; (iii) 0.0.

=====

(i)
Computed, not measured: 2 unconnected molecules or ions with the total composition C3H7OS, with ωB97M-V with the def2-TZVPD basis set.

Properties
Lowest unoccupied orbital energy ... 3.67 eV
Total charge ... -1
Orbital gap ... 6.35 eV

Cartesian coordinates (Å):
S -1.687 2.502 -0.634
H -1.256 3.756 -0.441
C 0.884 -0.347 1.375
C 0.552 -0.359 0.053
O 0.679 0.594 -0.793
C -0.060 -1.629 -0.540
H 0.656 -1.219 1.975
H 1.288 0.535 1.854
H -0.440 1.937 -0.668
H -0.284 -2.417 0.185
H -0.960 -1.317 -1.075
H 0.627 -2.037 -1.289

Results of the Löwdin charge analysis, in e, for atoms 1 through 8: S 0.396; H -0.269; C -0.057; C -0.691; O -0.242; C -0.088; H -0.005; H 0.008

=====

(ii)
Computed, not measured: a gas-phase ion, C3H7OS (charge -1), with ωB97M-V with the def2-TZVPD basis set.

Properties
Lowest unoccupied orbital energy ... 3.32 eV
Total charge ... -1
Orbital gap ... 5.86 eV
SMILES ... [O-]CCCS

Cartesian coordinates (Å):
O 2.045 1.218 0.603
C 2.016 0.202 -0.315
C 0.685 -0.710 -0.182
C -0.417 0.330 -0.024
S -2.068 -0.528 0.076
H 2.015 0.597 -1.405
H 2.880 -0.588 -0.343
H 0.793 -1.362 0.705
H 0.493 -1.300 -1.145
H -0.368 0.830 1.039
H -0.296 1.180 -0.877
H -2.499 0.413 -0.884

Results of the Löwdin charge analysis, in e, for atoms 1 through 8: O -0.390; C -0.558; C -0.336; C -0.636; S 0.538; H 0.070; H 0.071; H 0.087

=====

Quick look at relative energies in kJ/mol: (i) 0.0; (ii) 153.7.

=====

(i)
Computed, not measured: 2 unconnected molecules or ions with the total composition C2H2ClN2O2, with ωB97M-V with the def2-TZVPD basis set.

Properties
Lowest unoccupied orbital energy ... 3.70 eV
Total charge ... -1
Orbital gap ... 8.54 eV

Cartesian coordinates (Å):
C 0.197 0.913 -1.737
C -1.024 -1.287 0.561
N 0.274 -0.588 2.379
N -0.320 -0.860 1.384
O -0.517 1.103 -2.653
O 0.973 0.205 -1.199
Cl 0.520 2.865 -0.847
H -1.244 -1.107 -0.517
H 1.140 -1.243 2.631

Results of the Löwdin charge analysis, in e, for atoms 1 through 8: C -0.937; C 0.059; N 0.023; N -0.269; O -0.005; O -0.028; Cl -0.032; H 0.071

=====

(ii)
Computed, not measured: 2 unconnected molecules or ions with the total composition C2H2ClN2O2, with ωB97M-V with the def2-TZVPD basis set.

Properties
Lowest unoccupied orbital energy (alpha / beta) ... 3.57 / 3.57 eV
Total charge ... -1
Orbital gap (alpha / beta) ... 7.21 / 7.95 eV

Cartesian coordinates (Å):
C -1.521 0.748 -0.579
C -0.667 -0.351 0.201
N 2.490 0.165 0.600
N 1.869 0.123 1.604
O -2.676 0.419 -0.455
O -0.919 1.555 -1.273
Cl 0.303 -1.457 -0.715
H -1.178 -0.903 0.936
H 2.298 -0.299 -0.319

Results of the Löwdin charge analysis, in e, for atoms 1 through 8: C -0.868; C -0.469; N -0.105; N 0.011; O -0.029; O -0.063; Cl 0.530; H -0.002

=====

Quick look at relative energies in kJ/mol: (i) 0.0; (ii) 122.7.